Here is 2 unconnected molecules or ions with the total composition C4H3I2O2 at a distorted geometry from the OMol25 dataset. Energies are from ωB97M-V/def2-TZVPD.

Last column: natural (NBO) charge in e.
Element x y z (Å)
C (0.616, 0.488, 0.344)  -0.39
C (-0.535, -0.209, 0.291)  -0.28
C (2.741, -0.142, -0.114)  1.04
C (-1.974, 0.005, -0.140)  -0.69
O (3.282, -0.079, 0.939)  -0.60
O (2.629, -0.290, -1.265)  -0.59
I (0.665, 2.678, 0.010)  -0.09
I (-0.181, -2.379, 0.617)  -0.05
H (-2.088, -0.093, -1.233)  0.22
H (-2.682, -0.857, 0.221)  0.21
H (-2.475, 0.877, 0.330)  0.23

The total charge is -1. The HOMO energy is -3.90 eV. The multiplicity is 1. The value obtained for the total energy is -900.10149 hartree. The value obtained for the energy relative to the best compared isomer or geometry (same formula, charge and spin) is 56.2 kJ/mol. Its largest force on an atom is 2.7 eV/A. The LUMO energy is 2.82 eV.

=====

Here is a molecular structure, C4H3I3 at a distorted geometry from the OMol25 dataset. Energies are from ωB97M-V/def2-TZVPD.

Last column: natural (NBO) charge in e.
Element x y z (Å)
C (-0.130, 0.080, -0.790)  -0.08
C (-0.198, -0.166, 0.376)  -0.06
C (-0.303, 0.189, -2.208)  -0.71
C (0.332, -0.252, 2.311)  -0.79
I (1.847, -1.706, 2.127)  0.30
I (-1.575, -0.559, 3.184)  0.30
I (1.062, 1.667, 2.638)  0.30
H (-1.285, 0.286, -2.702)  0.24
H (0.153, -0.782, -2.560)  0.25
H (0.098, 1.243, -2.377)  0.25

The HOMO energy is -9.35 eV. The multiplicity is 1. The value obtained for the total energy is -1047.10435 hartree. The value obtained for the energy relative to the best compared isomer or geometry (same formula, charge and spin) is 298.5 kJ/mol. Its largest force on an atom is 5.9 eV/A. The LUMO energy is -1.11 eV.

=====

Here is C4H3IOS in the gas phase at a distorted geometry from the OMol25 dataset. Energies are from ωB97M-V/def2-TZVPD.

Last column: natural (NBO) charge in e.
Element x y z (Å)
O (-0.323, -3.685, -0.323)  -0.43
C (-0.059, -2.554, -0.361)  0.75
C (0.360, -1.316, -0.424)  -0.59
C (-0.297, -0.083, -0.072)  -0.20
C (-1.578, 0.109, 0.258)  -0.40
S (-2.796, -1.153, 0.317)  0.07
I (-4.728, 0.177, -0.114)  0.07
H (1.371, -1.215, -0.803)  0.28
H (0.334, 0.793, -0.079)  0.23
H (-1.935, 1.087, 0.532)  0.23

Its SMILES is O=C=C/C=C\SI. The HOMO energy is -8.14 eV. The multiplicity is 1. The value obtained for the total energy is -925.29432 hartree. The value obtained for the energy relative to the best compared isomer or geometry (same formula, charge and spin) is 27.0 kJ/mol. Its largest force on an atom is 1.3 eV/A. The LUMO energy is -0.89 eV.

=====

Here is a molecular structure, C4H3LiNaO2 at a distorted geometry from the OMol25 dataset. Energies are from ωB97M-V/def2-TZVPD.

Last column: Löwdin spin population.
Element x y z (Å)
O (1.486, 1.081, -0.565)  0.00
C (1.809, -0.082, -0.813)  0.00
C (1.845, -1.344, -0.790)  0.00
C (-2.015, -1.936, 1.278)  0.10
C (-1.638, -0.718, 0.833)  0.57
O (-1.334, -0.162, -0.273)  0.25
Li (-0.246, -1.291, -1.460)  0.03
H (2.488, -2.199, -0.936)  0.00
H (-2.110, -2.119, 2.349)  0.01
H (-2.624, -2.552, 0.598)  0.02
Na (-0.271, 1.894, -0.160)  0.02

The HOMO energy (spin up / spin down) is -6.47 / -7.67 eV. The multiplicity is 2. The value obtained for the total energy is -474.46539 hartree. The value obtained for the energy relative to the best compared isomer or geometry (same formula, charge and spin) is 0.0 kJ/mol. Its largest force on an atom is 1.8 eV/A. The LUMO energy (spin up / spin down) is -0.58 / -0.66 eV.

=====

Here is a molecular structure, C4H3LiOPb at a distorted geometry from the OMol25 dataset. Energies are from ωB97M-V/def2-TZVPD.

Last column: Löwdin spin population.
Element x y z (Å)
C (-0.376, -0.601, 1.752)  0.11
C (0.643, -0.970, 2.332)  0.07
H (1.544, -1.244, 2.862)  0.00
Li (0.899, -1.103, -0.137)  0.01
O (-1.802, 0.897, -1.033)  0.06
C (-0.684, 0.892, -1.414)  0.03
C (0.610, 0.671, -1.596)  0.00
Pb (-2.493, -0.123, 1.090)  0.71
H (0.315, 0.204, -2.660)  0.00
H (1.343, 1.377, -1.195)  0.00

The total charge is +1. The HOMO energy (spin up / spin down) is -10.10 / -14.23 eV. The multiplicity is 2. The value obtained for the total energy is -429.45812 hartree. The value obtained for the energy relative to the best compared isomer or geometry (same formula, charge and spin) is 46.2 kJ/mol. Its largest force on an atom is 3.6 eV/A. The LUMO energy (spin up / spin down) is -4.26 / -4.34 eV.

=====

Here is a molecular structure, C4H3LiOYb at a distorted geometry from the OMol25 dataset. Energies are from ωB97M-V/def2-TZVPD.

Last column: Löwdin spin population.
Element x y z (Å)
C (1.495, -1.643, 2.219)  0.68
C (2.327, -0.735, 2.148)  0.32
H (2.512, 0.222, 1.547)  0.00
Li (-2.379, -0.597, -2.056)  0.11
O (-0.227, 1.767, -0.677)  0.14
C (-0.307, 0.605, -0.570)  0.05
C (-0.457, -0.700, -0.725)  0.00
Yb (-2.372, 3.564, -0.696)  0.69
H (0.231, -1.212, -1.402)  0.00
H (-0.821, -1.270, 0.211)  0.00

The total charge is +2. The HOMO energy (spin up / spin down) is -14.10 / -15.96 eV. The multiplicity is 3. The value obtained for the total energy is -1394.77385 hartree. The value obtained for the energy relative to the best compared isomer or geometry (same formula, charge and spin) is 262.4 kJ/mol. Its largest force on an atom is 3.2 eV/A. The LUMO energy (spin up / spin down) is -8.02 / -8.85 eV.

=====

> The highest multiplicity belongs to which entry?

C4H3LiOYb